27
Properties=species:S:1:pos:R:3 method="wB97M-V/def2-TZVPD" gap_ev=9.23 charge=0 lumo_ev=0.8 smiles=CCc1ccc(O)cc1.CC homo_ha=-0.3079 multiplicity=1
C 0.6663 -1.4854 -1.5776
C 1.3720 -2.7793 -1.9897
C 0.4958 -1.2709 -0.0954
C 1.2612 -1.9762 0.8596
C -0.4752 -0.4377 0.3903
C 0.9319 -1.8980 2.2111
C -0.5798 -0.1274 1.7509
C 0.0741 -0.8790 2.6779
O 0.0790 -0.8057 4.0557
H 1.1970 -0.6223 -1.9952
H -0.2846 -1.5300 -2.1154
H 1.5691 -2.7129 -3.0639
H 2.1134 -2.5774 0.5841
H -1.2176 0.1245 -0.1602
H 1.4110 -2.6606 2.8077
H -1.1464 0.7686 1.9866
H -0.5519 -0.1407 4.3401
H 0.7614 -3.6707 -1.8332
H 2.3489 -3.0123 -1.5639
C -1.3648 2.8130 -0.5572
C -1.1248 4.1540 -1.2642
H -1.5513 2.9186 0.5129
H -2.1875 2.2696 -1.0231
H -0.4725 2.1879 -0.6104
H -2.0963 4.6480 -1.3557
H -0.8242 3.9822 -2.2909
H -0.4042 4.7201 -0.6813